# 1
This record from the OMol25 dataset describes a molecular structure, C6H11NO2 at a distorted geometry. The level of theory is ωB97M-V/def2-TZVPD.

```
20
Properties=species:S:1:pos:R:3
C -1.880 -1.151 -0.473
C -0.970 0.033 -0.161
N -1.730 1.274 -0.114
C -0.034 -0.186 0.966
O -0.151 0.599 2.062
H 0.592 0.440 2.663
H -1.536 1.774 -0.984
H -1.406 1.872 0.640
H 0.273 -1.212 1.149
H -2.687 -1.225 0.259
H -2.325 -1.007 -1.461
H -1.328 -2.095 -0.486
C 0.246 0.150 -1.230
C 1.553 0.431 0.076
C 2.687 -0.282 0.133
O 0.236 1.120 -2.029
H 0.526 -0.867 -1.553
H 1.589 1.501 0.268
H 2.701 -1.347 -0.082
H 3.644 0.178 0.356
```

## Properties
- Electronic energy: -440.30980 Ha
- Energy above the lowest of the compared OMol25 structures with the same formula, charge and spin: 4.8284 eV
- Gap between HOMO and LUMO (alpha / beta): 7.97 / 7.97 eV
- LUMO level (alpha / beta): -0.58 / -0.58 eV
- HOMO level (alpha / beta): -8.6 / -8.6 eV

# 2
This record from the OMol25 dataset describes a molecular structure, C34H66F3O32Rb at a distorted geometry. The level of theory is ωB97M-V/def2-TZVPD.

```
136
Properties=species:S:1:pos:R:3
Rb -5.237 10.884 -14.054
C -4.743 15.083 -13.434
O -5.279 15.882 -14.496
O -4.946 13.804 -13.697
C -3.300 15.538 -13.124
F -2.596 15.683 -14.278
F -3.287 16.709 -12.465
F -2.590 14.678 -12.380
C -5.822 17.147 -14.199
C -6.161 17.824 -15.534
H -6.843 18.657 -15.350
H -5.267 18.169 -16.052
H -6.662 17.118 -16.200
H -5.149 17.801 -13.634
H -6.744 16.994 -13.637
H -5.296 15.380 -12.514
C -9.256 15.877 -18.011
O -9.809 14.573 -17.888
C -9.807 13.750 -18.944
O -9.465 14.065 -20.052
O -10.296 12.603 -18.544
C -10.567 11.619 -19.546
H -9.174 16.239 -16.990
H -9.967 16.513 -18.547
H -8.321 15.912 -18.566
H -10.920 10.750 -18.999
H -9.664 11.314 -20.073
H -11.307 12.033 -20.227
C -6.407 16.173 -9.178
O -5.124 16.696 -9.396
C -5.033 17.728 -10.229
O -5.929 18.269 -10.811
O -3.781 18.146 -10.201
C -3.489 19.300 -10.973
H -6.340 15.196 -8.705
H -7.072 16.148 -10.043
H -7.015 16.746 -8.465
H -3.996 19.215 -11.934
H -2.420 19.394 -11.142
H -3.835 20.215 -10.493
C -3.412 16.004 -17.726
O -3.925 16.020 -19.062
C -5.003 15.318 -19.284
O -5.701 14.864 -18.412
O -5.212 15.198 -20.599
C -6.571 14.914 -20.925
H -3.057 15.026 -17.408
H -4.182 16.318 -17.020
H -2.625 16.749 -17.676
H -6.693 13.837 -21.029
H -6.793 15.390 -21.879
H -7.277 15.334 -20.218
C -8.951 17.761 -11.941
O -9.062 16.417 -11.417
C -8.901 15.416 -12.277
O -8.770 15.529 -13.462
O -8.895 14.295 -11.579
C -8.752 13.071 -12.293
H -7.882 17.815 -12.145
H -9.187 18.407 -11.104
H -9.518 17.942 -12.849
H -9.325 13.041 -13.217
H -9.179 12.338 -11.608
H -7.693 12.844 -12.439
C 4.302 16.698 -14.292
O 3.121 17.445 -14.014
C 2.071 16.759 -13.552
O 2.105 15.626 -13.137
O 1.011 17.528 -13.645
C -0.285 17.080 -13.289
H 4.388 15.801 -13.688
H 5.133 17.373 -14.094
H 4.365 16.460 -15.354
H -0.363 16.012 -13.481
H -0.998 17.636 -13.892
H -0.503 17.313 -12.247
C -0.355 12.604 -13.093
O 0.619 12.692 -14.109
C 0.630 11.775 -15.047
O -0.178 10.882 -15.153
O 1.620 12.018 -15.890
C 1.558 11.301 -17.126
H -0.489 11.587 -12.740
H -1.350 12.962 -13.347
H -0.028 13.172 -12.224
H 2.391 11.761 -17.672
H 0.719 11.580 -17.758
H 1.804 10.246 -17.073
C -12.149 22.544 -18.479
O -12.129 21.550 -17.452
C -10.925 21.182 -17.022
O -9.873 21.552 -17.504
O -11.066 20.345 -16.028
C -9.982 19.572 -15.520
H -11.639 23.452 -18.163
H -13.186 22.796 -18.682
H -11.681 22.110 -19.361
H -9.045 20.127 -15.509
H -9.858 18.753 -16.231
H -10.247 19.200 -14.539
C -0.253 14.760 -15.866
O -0.434 13.889 -16.971
C -0.512 14.380 -18.206
O -0.409 15.562 -18.419
O -0.690 13.422 -19.089
C -1.378 13.704 -20.287
H -0.100 15.783 -16.213
H 0.634 14.460 -15.311
H -1.126 14.749 -15.217
H -2.213 13.005 -20.384
H -0.738 13.608 -21.161
H -1.894 14.666 -20.303
C -4.215 11.911 -10.413
O -3.175 10.974 -10.160
C -2.533 10.429 -11.170
O -2.724 10.691 -12.345
O -1.617 9.591 -10.716
C -0.854 8.873 -11.689
H -5.067 11.457 -10.918
H -3.835 12.733 -11.023
H -4.516 12.340 -9.463
H -0.372 8.028 -11.208
H -0.135 9.477 -12.233
H -1.544 8.444 -12.417
C -7.152 19.322 -18.586
O -7.091 18.481 -19.717
C -8.191 18.426 -20.472
O -9.275 18.814 -20.142
O -7.854 17.843 -21.608
C -8.785 17.959 -22.671
H -6.260 19.301 -17.963
H -8.016 19.134 -17.950
H -7.149 20.351 -18.962
H -8.618 18.910 -23.184
H -9.827 17.838 -22.392
H -8.561 17.237 -23.457
```

## Properties
- Electronic energy: -4066.50038 Ha
- Energy above the lowest of the compared OMol25 structures with the same formula, charge and spin: 0.6985 eV
- Gap between HOMO and LUMO: 6.63 eV
- LUMO level: -0.84 eV
- HOMO level: -7.5 eV

# 3
This record from the OMol25 dataset describes 5 unconnected molecules or ions with the total composition C5H22NO4. The level of theory is ωB97M-V/def2-TZVPD.

```
32
Properties=species:S:1:pos:R:3
C -0.499 -0.467 -0.989
C 0.991 -0.427 -0.708
C 1.667 0.938 -0.885
C 1.699 1.326 -2.363
C 1.031 2.031 -0.037
N 1.206 -0.900 0.700
H -0.703 -0.277 -2.037
H -1.066 0.257 -0.403
H -0.897 -1.461 -0.771
H 1.494 -1.148 -1.349
H 2.712 0.819 -0.563
H 2.226 2.270 -2.479
H 0.690 1.438 -2.766
H 2.215 0.578 -2.966
H 1.581 2.966 -0.139
H 1.030 1.800 1.031
H 0.002 2.245 -0.341
H 0.512 -0.492 1.371
H 2.139 -0.656 1.028
H 1.141 -1.923 0.774
H -4.568 1.844 -0.369
H -4.720 0.473 -1.044
O -4.161 0.969 -0.434
H 2.048 -4.301 1.237
H 2.881 -3.874 0.028
O 2.274 -3.533 0.697
H -1.496 -0.246 2.408
H -0.497 0.425 3.402
O -0.545 -0.175 2.652
H -3.833 -0.306 2.466
H -3.430 0.152 1.034
O -3.125 -0.343 1.816
```

## Properties
- Electronic energy: -559.24105 Ha
- Energy above the lowest of the compared OMol25 structures with the same formula, charge and spin: 0.0000 eV
- Gap between HOMO and LUMO: 12.30 eV
- LUMO level: -2.39 eV
- HOMO level: -14.7 eV
- Net charge: +1

# 4
This record from the OMol25 dataset describes 5 unconnected molecules or ions with the total composition C3H17NO4 at a distorted geometry. The level of theory is ωB97M-V/def2-TZVPD.

```
25
Properties=species:S:1:pos:R:3
C 1.789 -0.741 -2.075
C 1.110 0.467 -1.522
N 0.724 0.709 -0.116
C 1.847 0.806 0.838
H 2.895 -0.759 -1.797
H 1.925 -1.024 -3.186
H 1.351 -1.766 -1.588
H 0.170 0.639 -2.144
H 1.718 1.444 -1.668
H 0.048 0.031 0.262
H 2.633 0.070 0.612
H 2.380 1.815 0.785
H 1.456 0.602 1.797
H -1.154 3.130 0.825
H 0.213 2.469 1.248
O -0.588 3.071 1.476
H -1.587 -1.335 0.774
H -1.934 -2.696 1.036
O -1.549 -2.258 0.299
H -2.734 -0.755 -2.034
H -1.856 -1.841 -1.570
O -1.873 -1.147 -2.235
H -0.753 -1.252 3.284
H -1.067 0.123 3.194
O -0.646 -0.547 2.653
```

## Properties
- Electronic energy: -480.13155 Ha
- Energy above the lowest of the compared OMol25 structures with the same formula, charge and spin: 2.0550 eV
- Gap between HOMO and LUMO: 8.83 eV
- Structure (SMILES): CCNC.O.O.O.O
- LUMO level: 0.07 eV
- HOMO level: -8.8 eV

# 5
This record from the OMol25 dataset describes C4H11NS in the gas phase. The level of theory is ωB97M-V/def2-TZVPD.

```
17
Properties=species:S:1:pos:R:3
C 0.339 1.521 -0.080
N -0.374 0.259 -0.056
C 0.393 -0.838 0.483
C -0.464 -2.093 0.572
S 0.486 -3.552 1.097
C -0.434 2.612 -0.791
H 1.360 1.403 -0.472
H 0.517 1.797 0.968
H -0.805 0.046 -0.946
H 1.315 -1.036 -0.083
H 0.701 -0.558 1.492
H -0.897 -2.325 -0.396
H -1.257 -1.940 1.297
H 0.880 -3.941 -0.120
H -1.416 2.709 -0.333
H -0.500 2.411 -1.870
H 0.155 3.525 -0.764
```

## Properties
- Electronic energy: -611.92971 Ha
- Energy above the lowest of the compared OMol25 structures with the same formula, charge and spin: 0.3376 eV
- Gap between HOMO and LUMO: 9.80 eV
- Structure (SMILES): CCNCCS
- LUMO level: 0.97 eV
- HOMO level: -8.8 eV